[1]
{"formula": "C31H66Cl20IN2O3Si", "method": "wB97M-V/def2-TZVPD", "charge": 1, "e_lumo_ev": -2.628, "e_homo_ev": -11.0, "symbols": ["C", "N", "C", "N", "C", "C", "I", "C", "C", "C", "C", "C", "C", "C", "C", "C", "O", "C", "C", "C", "C", "O", "Si", "C", "C", "C", "C", "O", "H", "H", "H", "H", "H", "H", "H", "H", "H", "H", "H", "H", "H", "H", "H", "H", "H", "H", "H", "H", "H", "H", "H", "H", "H", "H", "H", "H", "H", "H", "H", "H", "H", "H", "H", "H", "H", "H", "H", "H", "H", "H", "H", "H", "H", "H", "C", "Cl", "Cl", "H", "H", "C", "Cl", "Cl", "H", "H", "C", "Cl", "Cl", "H", "H", "C", "Cl", "Cl", "H", "H", "C", "Cl", "Cl", "H", "H", "C", "Cl", "Cl", "H", "H", "C", "Cl", "Cl", "H", "H", "C", "Cl", "Cl", "H", "H", "C", "Cl", "Cl", "H", "H", "C", "Cl", "Cl", "H", "H"], "xyz": [[-1.151310, -4.974266, 3.697620], [-2.537662, -4.463542, 3.700292], [-2.901405, -3.789590, 2.477777], [-2.049426, -2.608835, 2.242424], [-2.409890, -1.746779, 1.040344], [-1.934148, -0.259782, 1.342866], [-0.766437, 0.154486, -0.440341], [-3.271003, 0.503070, 1.532225], [-3.252669, 1.700101, 2.480702], [-2.630270, 3.002414, 1.963834], [-2.820282, 3.261689, 0.470975], [-2.885218, 4.747793, 0.101890], [-1.914793, 5.647475, 0.856568], [-0.467614, 5.584441, 0.327801], [0.119660, 6.973446, 0.055017], [0.886927, 7.532361, 1.224896], [1.142015, 8.904042, 0.944085], [2.112742, 9.468730, 1.793449], [-1.046721, -0.557211, 2.576892], [-0.410996, 0.587214, 3.359952], [1.108821, 0.420047, 3.326019], [1.474926, -0.751457, 4.018802], [2.826635, -1.531762, 3.382327], [2.402456, -2.649443, 1.908416], [4.182970, -0.351336, 2.835638], [3.455085, -2.665395, 4.758535], [-1.856579, -1.617778, 3.332549], [-1.111802, -2.075602, 4.401548], [-1.128379, -6.036860, 3.902017], [-0.623186, -4.830086, 2.753401], [-0.571322, -4.508727, 4.480487], [-3.133539, -5.269067, 3.822445], [-3.938064, -3.490106, 2.566774], [-2.828228, -4.486813, 1.641656], [-1.127288, -2.954529, 1.970131], [-3.435720, -1.868476, 0.723977], [-1.832343, -2.196204, 0.243571], [-3.669811, 0.735586, 0.552445], [-3.958995, -0.216830, 1.965757], [-4.293161, 1.932369, 2.687587], [-2.841712, 1.400517, 3.436939], [-3.136630, 3.810350, 2.482098], [-1.577715, 3.114641, 2.203923], [-1.956214, 2.855519, -0.044176], [-3.714891, 2.789903, 0.082820], [-3.890727, 5.122082, 0.273731], [-2.677814, 4.869281, -0.955391], [-1.904828, 5.485287, 1.928851], [-2.251738, 6.667812, 0.717972], [0.184444, 5.069541, 1.029984], [-0.419408, 5.035249, -0.607123], [-0.630344, 7.702319, -0.224858], [0.813205, 6.897346, -0.777129], [1.841280, 7.018490, 1.336901], [0.317715, 7.485669, 2.157149], [2.907904, 9.939746, 1.224875], [2.569356, 8.747380, 2.466440], [1.679103, 10.246325, 2.418949], [-0.211866, -1.101034, 2.140097], [-0.610043, 1.560816, 2.935770], [-0.742830, 0.537821, 4.391501], [1.363191, 0.328864, 2.262406], [1.599226, 1.315513, 3.701985], [2.998429, -2.383357, 1.046103], [1.356111, -2.586506, 1.600926], [2.572111, -3.680349, 2.190749], [4.115867, 0.609601, 3.322316], [4.144579, -0.196644, 1.760242], [5.143109, -0.816615, 3.047982], [3.777913, -3.608712, 4.335059], [2.615971, -2.863278, 5.420707], [4.269679, -2.194933, 5.283306], [-2.792939, -1.230873, 3.724061], [-1.601924, -1.945015, 5.222530], [0.794609, -3.268016, -2.404961], [2.184320, -2.722855, -3.343891], [1.237224, -4.519305, -1.228299], [0.369707, -2.418567, -1.887323], [0.026553, -3.655688, -3.077801], [-3.525256, 0.113005, -3.584921], [-5.050286, -0.353704, -4.340761], [-3.691690, 1.499138, -2.495464], [-3.153516, -0.729877, -3.013273], [-2.822102, 0.372364, -4.367944], [-1.586409, -4.338336, -5.750692], [-3.256413, -4.597704, -6.256168], [-1.454739, -3.012769, -4.579290], [-1.218403, -5.245852, -5.286878], [-0.988691, -4.086443, -6.618578], [-3.543518, -1.668741, -8.557798], [-3.033989, -1.277525, -10.201203], [-2.347018, -1.147596, -7.358091], [-4.479790, -1.163172, -8.352136], [-3.667553, -2.741455, -8.475417], [7.806681, -0.506107, 1.028376], [7.925370, -0.037172, 2.733238], [6.433228, -1.576520, 0.729549], [7.680347, 0.385102, 0.429589], [8.713179, -1.022807, 0.747525], [-7.062787, 0.286646, -7.261156], [-5.847615, 0.636439, -8.494152], [-8.043039, -1.122940, -7.688448], [-6.555139, 0.073592, -6.329285], [-7.711879, 1.147366, -7.155971], [8.117380, -4.224452, -1.706304], [9.090101, -2.897691, -1.062281], [8.745844, -5.800126, -1.216809], [7.105933, -4.119699, -1.331198], [8.127203, -4.164664, -2.787864], [-8.109977, -4.524205, -6.691701], [-6.547052, -5.302806, -6.396626], [-9.094319, -5.439002, -7.836891], [-8.644424, -4.454486, -5.751923], [-7.928864, -3.536724, -7.098492], [4.991248, 1.732023, 6.456827], [6.148795, 1.892219, 5.133116], [3.907079, 0.359189, 6.202085], [5.539128, 1.578011, 7.378159], [4.398512, 2.636386, 6.516148], [8.686509, 0.386528, -3.292144], [8.801637, 0.854240, -1.588899], [7.312142, -0.685448, -3.586060], [8.562339, 1.281661, -3.888807], [9.597852, -0.128998, -3.569757]], "forces_ev_per_a": [[0.026, -0.130, 0.295], [0.747, 0.021, -0.009], [-0.742, -1.141, 0.664], [-0.420, 0.045, -0.399], [0.886, -0.382, -0.851], [-1.056, -2.123, -0.124], [0.075, 0.650, 0.382], [1.058, 0.366, 0.519], [-0.240, 0.242, -0.674], [-0.526, 0.181, -0.111], [0.546, 0.451, -0.082], [-0.022, 0.016, 0.699], [0.588, 0.156, -0.390], [-0.204, 0.478, -0.014], [0.470, -0.390, 0.057], [-0.104, 0.864, -0.171], [0.250, -0.265, -0.048], [0.044, 0.434, 0.305], [-0.407, 0.777, -1.057], [0.494, -0.494, 0.149], [-0.700, -0.143, -0.277], [0.568, 0.131, -0.393], [0.879, -0.692, 0.461], [-0.586, 0.526, 0.430], [-0.750, -0.312, -0.157], [-0.754, 0.435, -0.746], [1.212, 1.433, 1.428], [0.004, -0.380, -0.063], [-0.132, -0.276, -0.071], [-0.032, 0.027, -0.186], [0.163, 0.310, 0.074], [-0.433, 0.224, -0.011], [-0.182, 0.396, -0.116], [0.281, 0.435, -0.638], [0.217, -0.063, 0.608], [-0.441, 0.134, 0.480], [0.086, -0.008, -0.222], [-0.101, 0.172, -0.187], [-0.192, -0.158, 0.113], [-0.288, -0.046, 0.012], [0.209, 0.002, 0.243], [-0.012, 0.139, 0.345], [0.193, -0.116, 0.087], [-0.005, -0.372, -0.282], [-0.178, -0.240, -0.048], [-0.268, -0.018, 0.047], [-0.106, -0.028, -0.316], [-0.253, -0.133, 0.187], [-0.167, 0.265, 0.032], [0.121, -0.227, 0.091], [-0.161, -0.291, -0.133], [-0.339, 0.034, -0.112], [0.128, 0.144, -0.194], [0.067, -0.280, 0.181], [-0.064, -0.311, 0.171], [0.113, -0.018, -0.317], [0.035, -0.284, 0.018], [-0.237, 0.096, 0.087], [0.265, -0.336, 0.160], [-0.381, 0.119, -0.057], [-0.075, 0.284, 0.257], [0.235, 0.174, -0.136], [0.161, 0.007, 0.279], [0.209, -0.099, -0.262], [-0.132, 0.063, -0.105], [0.175, -0.287, -0.071], [0.148, 0.263, 0.217], [-0.014, 0.099, -0.128], [0.036, 0.118, 0.159], [0.200, -0.198, -0.036], [0.029, -0.069, 0.335], [0.223, -0.002, 0.343], [-0.555, -0.171, -0.611], [0.059, -0.310, -0.134], [-0.212, -0.189, -0.177], [-0.091, 0.006, 0.009], [-0.111, 0.080, 0.081], [0.168, 0.121, 0.258], [0.695, -0.136, 0.378], [0.202, -0.022, -0.088], [0.025, -0.061, 0.150], [-0.095, -0.039, -0.071], [-0.064, -0.009, 0.037], [-0.050, 0.057, -0.042], [-0.064, -0.132, -0.213], [0.090, 0.001, 0.045], [-0.388, 0.148, -0.286], [-0.037, 0.023, 0.079], [-0.041, 0.132, 0.002], [-0.088, -0.245, -0.050], [-0.070, 0.023, 0.033], [-0.006, 0.022, 0.033], [0.295, -0.109, -0.025], [0.147, -0.048, 0.000], [-0.027, 0.123, 0.262], [0.027, -0.033, -0.044], [0.057, -0.145, -0.200], [-0.197, -0.073, 0.254], [0.005, -0.087, 0.056], [0.021, 0.008, 0.084], [-0.283, 0.426, -0.017], [-0.078, 0.147, -0.053], [0.006, 0.025, -0.090], [-0.042, -0.020, -0.093], [-0.123, -0.020, -0.029], [0.188, -0.036, -0.139], [-0.038, -0.007, -0.021], [0.026, 0.020, 0.088], [0.089, 0.009, -0.005], [-0.077, 0.037, -0.051], [-0.006, 0.020, 0.056], [-0.012, 0.041, 0.021], [0.014, -0.090, 0.019], [0.061, -0.166, 0.002], [0.108, 0.084, 0.035], [0.014, 0.079, 0.026], [-0.132, 0.087, 0.199], [0.013, -0.082, -0.007], [-0.033, -0.002, -0.065], [0.040, -0.018, -0.088], [0.224, 0.166, -0.423], [-0.002, 0.013, -0.037], [-0.077, 0.026, 0.046], [-0.014, -0.078, 0.082]], "mulliken_charge": [-0.921, -0.237, -0.711, 0.834, -1.443, 0.499, 0.104, -0.834, -1.656, -0.675, 0.436, -1.882, -0.526, -0.619, -0.826, -0.424, -0.336, -0.739, 1.970, -0.116, -1.026, -0.373, 0.825, -0.761, -0.812, -1.389, -1.100, -0.350, 0.419, 0.246, 0.274, 0.342, 0.375, 0.371, 0.130, 0.332, 0.463, 0.398, 0.689, 0.594, 0.372, 0.687, 0.089, -0.091, 0.407, 0.428, 0.466, 0.239, 0.736, 0.280, 0.451, 0.330, 0.268, 0.357, 0.319, 0.249, 0.341, 0.253, -1.001, -0.444, 0.427, 0.428, 0.457, 0.324, -0.180, 0.378, 0.193, 0.376, 0.107, 0.435, 0.293, 0.384, 0.659, 0.422, 0.894, -0.151, -0.185, -0.480, -0.127, 0.001, -0.219, -0.106, 0.013, 0.246, -0.507, -0.073, -0.096, 0.341, 0.344, 0.568, -0.164, -0.145, -0.407, 0.140, -0.091, -0.172, -0.083, -0.009, 0.334, 0.464, -0.158, -0.178, -0.411, 0.337, -0.171, -0.110, -0.163, 0.166, 0.287, 0.332, -0.152, -0.154, 0.290, -0.288, -0.430, -0.115, -0.040, 0.322, 0.303, -0.343, -0.117, -0.131, 0.344, 0.272]}



[2]
{"formula": "C8H15NO", "method": "wB97M-V/def2-TZVPD", "smiles": "CC(C)=C=O.C=C(C)CN", "relative_energy_ev": 3.756, "e_lumo_ev": 0.820, "e_homo_ev": -8.1, "symbols": ["C", "C", "C", "C", "C", "C", "C", "N", "C", "O", "H", "H", "H", "H", "H", "H", "H", "H", "H", "H", "H", "H", "H", "H", "H"], "xyz": [[-2.045332, -0.050047, -0.432501], [1.756848, -1.014787, -0.577148], [-2.611573, 1.350214, -0.318577], [-2.132969, -0.927210, 0.708942], [1.223813, 1.450379, -0.216818], [-1.028424, -0.216529, -1.315898], [0.939951, 0.020573, 0.167132], [3.181071, -0.850278, -0.262087], [0.488407, -0.286743, 1.439636], [-0.595738, -0.412689, -2.393297], [3.749253, -1.447808, -0.852523], [3.360707, -1.093291, 0.705593], [1.646821, -0.865696, -1.653274], [1.373364, -2.020467, -0.343446], [-2.510227, 1.900601, -1.253831], [-1.839589, -1.959718, 0.531678], [-2.108675, 1.923612, 0.467035], [-3.671231, 1.290954, -0.064584], [-3.098323, -0.906730, 1.210402], [-1.131057, -0.590334, 1.384416], [1.003971, 1.622218, -1.271125], [2.284104, 1.668627, -0.077537], [0.642905, 2.154570, 0.376938], [0.743586, -1.247673, 1.872425], [0.378338, 0.508251, 2.168449]], "forces_ev_per_a": [[0.720, 0.423, -0.605], [-0.293, -0.209, -0.264], [0.106, -0.065, -0.090], [1.647, -0.201, 1.179], [-0.357, -0.009, -0.247], [-1.587, -0.165, -1.002], [0.548, -0.126, 1.955], [-0.097, 0.061, 0.044], [1.769, 0.505, -0.982], [0.441, 0.142, 0.723], [-0.071, 0.050, 0.094], [0.009, -0.025, -0.065], [-0.007, -0.046, 0.032], [0.008, 0.102, -0.007], [-0.036, 0.012, 0.014], [-0.168, -0.146, -0.302], [-0.022, -0.017, 0.030], [0.029, -0.010, -0.015], [0.203, 0.278, 0.242], [-2.090, -0.412, -0.528], [-0.003, 0.067, -0.077], [-0.018, -0.096, 0.037], [-0.042, 0.005, 0.045], [-0.318, -0.195, -0.130], [-0.371, 0.076, -0.081]], "nbo_charge": [-0.264, -0.270, -0.601, -0.598, -0.659, 0.687, 0.023, -0.834, -0.506, -0.493, 0.361, 0.353, 0.210, 0.168, 0.221, 0.216, 0.208, 0.221, 0.227, 0.243, 0.214, 0.239, 0.208, 0.210, 0.215]}